[1]
Density functional theory data (wB97M-V/def2-TZVPD) for a structure of composition C28H52ClOPRu.

HOMO (alpha / beta) ... -0.0344 / -0.1500 hartree
Charge ... -1
Kohn-Sham gap (alpha / beta) ... 3.517 / 6.660 eV
2S+1 ... 6

CARTESIAN COORDINATES (ANGSTROEM)
Ru  0.80  -0.14  0.30
P  0.17  0.38  -1.87
Cl  2.69  1.37  0.14
C  -0.59  1.04  1.27
H  -0.07  2.01  1.31
H  -1.55  1.07  0.73
C  1.38  -0.72  -2.94
C  0.12  2.18  -2.47
C  2.82  -0.36  -2.60
H  1.18  -1.73  -2.55
C  3.86  -1.29  -3.24
H  3.02  0.68  -2.91
H  2.96  -0.36  -1.52
C  3.64  -1.50  -4.74
H  4.86  -0.87  -3.07
H  3.83  -2.26  -2.73
C  2.18  -1.81  -5.09
H  3.96  -0.60  -5.28
H  4.28  -2.32  -5.09
C  1.18  -0.83  -4.46
H  2.06  -1.80  -6.18
H  1.94  -2.83  -4.76
H  1.34  0.15  -4.94
H  0.16  -1.15  -4.71
C  -1.56  -0.17  -2.50
C  0.77  2.32  -3.86
H  -0.95  2.38  -2.58
C  0.55  3.70  -4.46
H  1.85  2.09  -3.77
H  0.34  1.59  -4.56
C  0.96  4.84  -3.52
H  1.10  3.76  -5.41
H  -0.51  3.80  -4.72
C  0.41  4.67  -2.10
H  2.06  4.89  -3.48
H  0.62  5.79  -3.94
C  0.63  3.26  -1.52
H  0.86  5.41  -1.44
H  -0.67  4.87  -2.12
H  1.70  3.09  -1.32
H  0.14  3.18  -0.55
C  -1.74  -1.69  -2.46
H  -2.22  0.27  -1.73
C  -3.10  -2.18  -2.99
H  -0.94  -2.18  -3.05
H  -1.61  -2.06  -1.43
C  -3.52  -1.56  -4.33
H  -3.06  -3.28  -3.10
H  -3.87  -1.97  -2.24
C  -3.36  -0.04  -4.32
H  -2.92  -1.99  -5.14
H  -4.56  -1.81  -4.54
C  -1.98  0.42  -3.87
H  -3.56  0.36  -5.33
H  -4.12  0.40  -3.66
H  -1.24  0.15  -4.63
H  -2.00  1.52  -3.83
C  0.38  -1.96  -0.05
C  -0.53  0.22  2.47
H  0.81  -2.42  -0.96
C  -1.68  -0.59  2.95
H  0.18  0.52  3.25
C  -1.58  -2.12  2.81
H  -1.84  -0.37  4.02
H  -2.59  -0.27  2.41
C  -1.65  -2.51  1.32
H  -0.66  -2.50  3.29
H  -2.42  -2.59  3.35
C  -0.26  -2.98  0.81
H  -2.39  -3.31  1.18
H  -2.00  -1.66  0.72
H  0.42  -3.25  1.63
H  -0.37  -3.90  0.20
C  3.90  -0.20  2.81
C  2.97  -1.31  2.34
C  2.85  -2.46  3.35
O  1.68  -0.80  2.14
H  3.39  0.47  3.51
H  4.22  0.38  1.95
H  4.79  -0.62  3.30
H  3.39  -1.73  1.41
H  3.84  -2.85  3.60
H  2.37  -2.13  4.27
H  2.27  -3.28  2.92



[2]
Density functional theory data (wB97M-V/def2-TZVPD) for an isolated molecule of C11H17NO.

HOMO ... -0.2950 hartree
Kohn-Sham gap ... 8.853 eV

CARTESIAN COORDINATES (ANGSTROEM)
C  1.03  1.11  0.08
C  -0.17  0.67  -0.15
C  -2.32  -0.30  -0.42
C  2.26  0.11  -0.01
C  -1.64  -1.64  -0.56
C  1.94  -0.90  -1.15
C  0.99  -1.99  -0.59
C  -0.31  -1.44  0.06
C  1.40  2.56  0.29
C  -0.46  -1.44  1.63
C  -2.12  2.05  0.08
N  -1.48  0.74  -0.15
O  -3.50  -0.05  -0.55
H  3.10  0.70  -0.33
H  2.59  -0.22  0.93
H  -2.16  -2.40  -0.07
H  -1.67  -2.10  -1.65
H  1.59  -0.35  -2.00
H  2.75  -1.54  -1.39
H  0.87  -2.65  -1.48
H  1.42  -2.54  0.21
H  2.28  2.63  0.95
H  0.50  3.10  0.81
H  1.59  3.08  -0.65
H  -0.24  -2.38  2.05
H  -1.49  -1.08  1.80
H  0.24  -0.67  1.86
H  -1.41  2.87  0.08
H  -2.98  2.09  -0.63
H  -2.61  1.98  0.96



[3]
Density functional theory data (wB97M-V/def2-TZVPD) for a cluster of 6 separate species, C12H38N2O6 in total.

HOMO ... -0.3393 hartree
Kohn-Sham gap ... 10.081 eV
SMILES string ... COC[C@H](C)N.COC[C@H](C)N.CO.CO.CO.CO

CARTESIAN COORDINATES (ANGSTROEM)
C  -2.89  2.88  1.72
C  -2.51  3.31  0.30
C  -3.41  4.51  -0.23
O  -3.11  4.87  -1.57
C  -3.19  3.98  -2.69
N  -1.11  3.59  0.23
H  -2.86  3.76  2.37
H  -2.30  2.08  2.16
H  -3.89  2.47  1.57
H  -2.73  2.46  -0.34
H  -3.33  5.44  0.33
H  -4.45  4.18  -0.22
H  -2.35  3.32  -2.90
H  -3.52  4.63  -3.50
H  -4.13  3.44  -2.72
H  -0.86  4.26  0.93
H  -0.96  4.10  -0.63
C  2.60  -2.18  -0.83
C  1.63  -3.20  -0.37
C  1.56  -4.51  -1.10
O  1.11  -4.28  -2.46
C  0.85  -5.44  -3.23
N  1.84  -3.32  1.10
H  2.58  -2.07  -1.92
H  3.59  -2.57  -0.60
H  2.52  -1.17  -0.42
H  0.65  -2.73  -0.48
H  0.90  -5.20  -0.59
H  2.60  -4.84  -1.04
H  1.00  -5.17  -4.28
H  -0.10  -5.96  -3.12
H  1.65  -6.12  -2.93
H  2.24  -4.25  1.15
H  2.59  -2.68  1.32
C  -1.40  -2.94  2.90
O  -0.57  -2.13  2.13
H  -2.24  -3.23  2.27
H  -0.93  -3.85  3.27
H  -1.76  -2.55  3.85
H  0.20  -2.57  1.77
C  -0.45  0.92  4.17
O  -0.36  -0.48  4.41
H  0.14  1.16  3.29
H  -1.44  1.37  4.06
H  -0.13  1.49  5.04
H  -0.41  -0.95  3.57
C  3.91  1.92  -2.28
O  3.81  0.92  -3.26
H  4.85  1.80  -1.74
H  4.08  2.86  -2.81
H  3.04  2.06  -1.64
H  4.52  1.06  -3.88
C  0.76  0.69  0.11
O  -0.01  1.33  -0.84
H  1.80  0.92  -0.10
H  0.45  1.03  1.10
H  0.59  -0.38  -0.01
H  -0.62  1.94  -0.41



[4]
Density functional theory data (wB97M-V/def2-TZVPD) for a structure of composition C11H12ClF6N5O13S2Tc.

HOMO (alpha / beta) ... -0.3477 / -0.3332 hartree
Kohn-Sham gap (alpha / beta) ... 8.975 / 7.178 eV
2S+1 ... 4

CARTESIAN COORDINATES (ANGSTROEM)
Tc  -0.03  0.22  0.30
O  -0.54  -2.17  0.99
S  2.11  -1.49  1.51
O  2.46  -2.55  2.36
O  1.25  -0.41  1.97
C  4.21  -1.04  -0.07
C  5.37  -1.71  0.24
C  6.28  -1.98  -0.78
C  6.01  -1.56  -2.07
C  4.84  -0.88  -2.36
C  3.91  -0.61  -1.35
S  2.42  0.21  -1.91
O  1.68  -0.82  -2.59
O  2.85  1.36  -2.65
O  1.72  0.64  -0.64
H  5.55  -2.02  1.26
H  7.19  -2.50  -0.55
H  6.71  -1.77  -2.87
H  4.62  -0.54  -3.36
O  -0.73  1.07  3.59
Cl  -1.34  1.50  2.39
O  -2.40  2.40  2.58
O  -1.77  0.29  1.58
O  -0.30  2.06  1.45
N  -2.73  -1.63  -0.58
N  -1.81  -2.15  -1.52
C  -0.54  -2.37  -1.39
N  0.16  -3.02  -2.32
N  0.08  -1.88  -0.21
N  1.53  -2.14  -0.05
O  3.36  -0.72  1.01
O  2.13  -3.13  -0.48
H  -2.27  -1.69  0.33
H  -2.87  -0.66  -0.84
H  -2.23  -2.38  -2.41
H  -0.20  -3.00  -3.27
H  1.16  -3.01  -2.24
C  -0.47  2.82  -1.92
C  -1.42  1.64  -2.04
O  -1.05  0.50  -1.35
C  -1.49  1.19  -3.53
F  -2.22  0.06  -3.68
F  -2.03  2.11  -4.32
F  -0.27  0.92  -3.99
C  -2.81  2.06  -1.54
F  -3.31  3.11  -2.20
F  -2.74  2.40  -0.25
F  -3.71  1.07  -1.64
H  0.52  2.55  -2.29
H  -0.38  3.10  -0.87
H  -0.84  3.68  -2.48



[5]
Density functional theory data (wB97M-V/def2-TZVPD) for an isolated molecule of C6H13N3.

HOMO ... -0.2995 hartree
Kohn-Sham gap ... 9.126 eV
SMILES string ... CN[C@H]1[C@H]2NCC[C@@]21N

CARTESIAN COORDINATES (ANGSTROEM)
C  -2.33  1.24  -1.61
C  -0.26  1.09  -0.48
C  -0.31  0.19  0.72
C  0.85  -1.30  1.77
C  1.87  -0.11  1.21
C  1.00  0.26  0.03
H  -2.92  0.99  -2.53
H  -2.83  0.74  -0.77
H  -2.41  2.33  -1.51
H  -0.54  1.14  -2.51
H  -0.28  2.19  -0.22
H  -0.37  0.71  1.68
H  -0.56  -1.88  0.45
H  1.17  -2.30  1.51
H  0.89  -1.20  2.86
H  2.93  -0.41  1.03
H  1.84  0.66  1.98
H  1.81  -0.96  -1.48
H  0.11  -0.99  -1.31
N  -1.01  0.80  -1.68
N  -0.56  -1.18  1.21
N  1.03  -0.94  -0.82



[6]
Density functional theory data (wB97M-V/def2-TZVPD) for a cluster of 2 separate species, C7H10NS in total.

HOMO (alpha / beta) ... -0.3717 / -0.3450 hartree
Charge ... +1
Kohn-Sham gap (alpha / beta) ... 4.124 / 2.772 eV

CARTESIAN COORDINATES (ANGSTROEM)
C  -2.78  -0.43  -1.27
C  -2.37  -1.62  -1.67
C  -2.19  -0.04  0.00
C  -1.37  -1.14  0.52
C  -2.34  1.22  0.51
C  2.62  -0.11  1.39
C  3.24  1.32  -0.43
N  3.24  0.17  0.28
S  -1.38  -2.42  -0.47
H  -3.25  0.35  -1.85
H  -2.65  -2.01  -2.60
H  -3.14  1.86  0.06
H  -2.00  1.50  1.42
H  2.04  0.60  1.99
H  2.92  -0.87  1.97
H  -0.80  -1.16  1.50
H  2.42  2.08  -0.14
H  3.85  1.22  -1.27
H  3.95  -0.54  0.05



[7]
Density functional theory data (wB97M-V/def2-TZVPD) for a cluster of 2 separate species, C35H44N2O5 in total.

HOMO ... -0.2007 hartree
Kohn-Sham gap ... 3.416 eV

CARTESIAN COORDINATES (ANGSTROEM)
C  1.90  -4.90  -6.26
C  0.61  -4.12  -6.57
C  0.78  -3.46  -7.95
C  -0.58  -5.09  -6.65
C  0.35  -3.09  -5.46
C  0.29  -1.71  -5.69
C  0.06  -0.81  -4.69
C  -0.12  -1.25  -3.34
O  -0.32  -0.45  -2.41
C  -0.05  -2.65  -3.11
C  0.18  -3.52  -4.14
H  1.81  -5.45  -5.32
H  2.11  -5.62  -7.04
H  2.75  -4.23  -6.18
H  -0.11  -2.91  -8.25
H  1.63  -2.77  -7.97
H  0.96  -4.21  -8.71
H  -1.50  -4.56  -6.86
H  -0.42  -5.82  -7.45
H  -0.71  -5.64  -5.72
H  0.41  -1.34  -6.70
H  0.01  0.25  -4.88
H  -0.20  -3.00  -2.10
H  0.22  -4.58  -3.94
C  -4.55  3.78  5.24
O  -4.94  2.46  5.57
C  -4.25  1.47  4.86
C  -3.30  1.73  3.87
C  -2.63  0.71  3.23
C  -1.56  1.03  2.23
C  -0.17  1.18  2.85
C  -0.12  2.33  3.84
O  -0.77  2.46  4.86
N  0.81  3.22  3.37
C  1.07  4.47  4.07
C  1.50  2.80  2.12
C  1.19  3.80  1.01
C  2.99  2.65  2.42
N  0.87  1.46  1.82
C  1.18  0.62  0.79
C  2.13  0.92  -0.16
C  2.51  0.14  -1.23
C  3.52  0.54  -2.16
C  3.91  -0.29  -3.22
C  4.89  0.09  -4.11
C  5.51  1.32  -3.97
C  5.15  2.16  -2.94
C  4.18  1.79  -2.04
C  -2.90  -0.61  3.57
C  -3.84  -0.92  4.54
O  -4.14  -2.22  4.96
C  -3.47  -3.23  4.25
C  -4.54  0.13  5.18
O  -5.52  -0.17  6.15
C  -4.95  -0.24  7.43
H  -5.13  4.47  5.85
H  -3.49  3.91  5.45
H  -4.76  3.97  4.19
H  -3.04  2.74  3.64
H  -1.55  0.25  1.46
H  -1.81  1.96  1.71
H  0.11  0.25  3.37
H  0.42  4.52  4.94
H  2.11  4.50  4.40
H  0.87  5.32  3.42
H  0.11  3.92  0.93
H  1.63  4.77  1.23
H  1.55  3.48  0.04
H  3.12  2.00  3.28
H  3.55  2.22  1.59
H  3.43  3.62  2.65
H  0.64  -0.31  0.73
H  2.62  1.86  -0.05
H  2.01  -0.79  -1.39
H  3.43  -1.25  -3.34
H  5.18  -0.56  -4.91
H  6.28  1.62  -4.67
H  5.64  3.12  -2.84
H  3.92  2.47  -1.26
H  -2.35  -1.39  3.08
H  -3.81  -4.20  4.61
H  -3.69  -3.15  3.19
H  -2.39  -3.15  4.42
H  -5.73  -0.46  8.16
H  -4.20  -1.04  7.44
H  -4.48  0.72  7.67



[8]
Density functional theory data (wB97M-V/def2-TZVPD) for an isolated molecule of C6H8.

HOMO (alpha / beta) ... -0.3172 / -0.2887 hartree
Kohn-Sham gap (alpha / beta) ... 9.070 / 7.722 eV

CARTESIAN COORDINATES (ANGSTROEM)
C  2.01  -0.93  -0.70
C  1.57  -0.81  0.53
C  0.75  0.32  1.09
C  -0.38  0.58  0.22
C  -1.83  0.47  0.41
C  -1.19  0.10  -0.91
H  2.79  -1.63  -1.00
H  0.33  0.13  2.09
H  1.46  1.14  1.19
H  1.62  -0.26  -1.48
H  -2.35  1.43  0.47
H  -2.25  -0.31  1.03
H  -1.16  -0.96  -1.15
H  -1.36  0.73  -1.79



How do the records compare in energy relative to the best compared isomer or geometry (same formula, charge and spin)? In the order shown, they have 0.000, 3.392, 3.420, 3.817, 4.973, 3.241, 1.721, 5.090 eV.
How do the records compare in E_tot? In the order shown, they have -2069.6016, -559.2091, -1040.7841, -3614.3940, -400.5103, -725.2332, -1845.6689, -233.2000 Ha.
How do the records compare in F_max? In the order shown, they have 0.0742, 0.1386, 0.0629, 0.0240, 0.0664, 0.0735, 0.0603, 0.0270 hartree/bohr.